(1)
{
  "formula": "C4H7NO2",
  "method": "the ωB97M-V functional and the def2-TZVPD basis",
  "symbols": ["O", "C", "C", "C", "N", "C", "O", "H", "H", "H", "H", "H", "H", "H"],
  "positions_angstrom": [[0.13, -1.45, 1.87], [-0.93, -0.78, 1.36], [-0.16, 0.27, -0.13], [1.26, 0.71, 0.01], [0.90, -0.58, -0.56], [-0.99, 0.94, -1.19], [-0.78, 0.75, -2.37], [0.51, -1.98, 1.15], [-1.57, -1.37, 0.71], [-0.88, 0.32, 1.25], [1.72, 0.67, 1.00], [1.65, 1.47, -0.67], [0.93, -0.57, -1.57], [-1.80, 1.62, -0.86]],
  "lowdin_charge": [-0.056, -0.121, -0.351, -0.081, 0.025, -0.199, 0.048, 0.102, 0.100, 0.072, 0.109, 0.118, 0.101, 0.132],
  "relative_energy_kj_mol": 537.3,
  "energy_ha": -361.6762,
  "total_charge": 0,
  "orbital_gap_ev": 9.2245
}

(2)
{
  "formula": "C4H7NO2",
  "method": "the ωB97M-V functional and the def2-TZVPD basis",
  "symbols": ["C", "C", "C", "O", "C", "O", "N", "H", "H", "H", "H", "H", "H", "H"],
  "positions_angstrom": [[-0.32, 1.24, 0.92], [0.16, 0.36, -0.23], [1.68, 0.41, -0.37], [2.36, 1.26, 0.15], [-0.23, -1.10, 0.00], [0.36, -1.78, 0.81], [-1.25, -1.57, -0.76], [0.07, 0.84, 1.87], [0.06, 2.25, 0.80], [-1.41, 1.26, 0.97], [-0.25, 0.72, -1.19], [2.13, -0.37, -1.01], [-1.78, -0.99, -1.39], [-1.58, -2.51, -0.59]],
  "lowdin_charge": [-0.048, -0.266, -0.220, 0.073, -0.535, 0.068, 0.171, 0.095, 0.083, 0.084, 0.145, 0.135, 0.101, 0.113],
  "relative_energy_kj_mol": 45.1,
  "energy_ha": -361.8637,
  "total_charge": 0,
  "smiles": "C[C@@H](C=O)C(N)=O",
  "orbital_gap_ev": 10.6652
}

(3)
{
  "formula": "C4H7NO2",
  "method": "the ωB97M-V functional and the def2-TZVPD basis",
  "symbols": ["O", "C", "C", "C", "C", "N", "O", "H", "H", "H", "H", "H", "H", "H"],
  "positions_angstrom": [[-1.10, 2.39, 0.66], [-1.56, 1.29, 0.87], [-0.86, 0.04, 0.65], [0.70, -0.17, 0.53], [1.41, -0.77, -0.70], [0.75, -0.64, -1.81], [2.49, -1.39, -0.52], [-2.70, 0.97, 1.16], [-1.14, -0.46, 1.55], [-1.20, -0.41, -0.32], [1.14, 0.87, 0.90], [1.01, -0.91, 1.34], [-0.15, -0.19, -1.66], [1.21, -0.63, -2.66]],
  "lowdin_charge": [0.063, -0.301, -0.190, -0.093, -0.546, 0.191, 0.004, 0.162, 0.104, 0.118, 0.162, 0.128, 0.098, 0.101],
  "relative_energy_kj_mol": 202.7,
  "energy_ha": -361.8037,
  "total_charge": 0,
  "smiles": "NC(=O)CCC=O",
  "orbital_gap_ev": 10.3849
}

(4)
{
  "formula": "C4H7NO2",
  "method": "the ωB97M-V functional and the def2-TZVPD basis",
  "symbols": ["C", "C", "C", "N", "C", "O", "O", "H", "H", "H", "H", "H", "H", "H"],
  "positions_angstrom": [[0.12, 1.66, -0.23], [1.00, 0.69, 0.56], [0.57, -0.71, 0.88], [-0.56, -1.23, 0.65], [-1.54, -1.50, -1.57], [-1.99, -2.52, -1.24], [-1.12, -0.51, -2.02], [-0.66, 1.17, -0.81], [0.70, 2.27, -0.94], [-0.36, 2.36, 0.46], [2.03, 0.65, 0.17], [1.10, 1.08, 1.58], [1.34, -1.24, 1.47], [-0.64, -2.17, 1.04]],
  "lowdin_charge": [-0.093, -0.227, -0.225, 0.089, -0.452, 0.169, 0.161, 0.036, 0.074, 0.069, 0.108, 0.107, 0.113, 0.071],
  "relative_energy_kj_mol": 59.1,
  "energy_ha": -361.8583,
  "total_charge": 0,
  "smiles": "[H]/N=C/CC.O=C=O",
  "orbital_gap_ev": 11.0920
}

(5)
{
  "formula": "C4H7NO2",
  "method": "the ωB97M-V functional and the def2-TZVPD basis",
  "symbols": ["O", "C", "N", "C", "O", "C", "C", "H", "H", "H", "H", "H", "H", "H"],
  "positions_angstrom": [[-1.09, -2.13, 0.10], [-0.48, -1.06, 0.16], [0.25, -0.84, 1.50], [0.26, 0.37, 1.72], [-1.35, 1.52, 0.00], [0.75, -0.98, -0.85], [1.03, 0.13, -1.44], [0.39, 0.71, 2.74], [-0.03, 1.06, 0.91], [1.33, -1.86, -1.02], [-1.12, -0.13, -0.11], [1.82, 0.14, -2.18], [0.36, 1.00, -1.39], [-2.14, 2.07, -0.12]],
  "lowdin_charge": [0.166, -0.490, 0.075, -0.038, -0.250, -0.050, 0.029, 0.091, 0.034, 0.118, 0.165, 0.079, 0.068, 0.004],
  "relative_energy_kj_mol": 868.6,
  "energy_ha": -361.5500,
  "total_charge": 0,
  "orbital_gap_ev": 5.6181
}

(6)
{
  "formula": "C4H7NO2",
  "method": "the ωB97M-V functional and the def2-TZVPD basis",
  "symbols": ["C", "C", "C", "C", "H", "H", "H", "H", "H", "H", "H", "N", "O", "O"],
  "positions_angstrom": [[0.15, 1.04, 0.19], [-1.35, 0.35, 0.21], [-1.29, -0.87, -0.35], [1.64, -0.49, -0.09], [0.20, 2.12, -0.05], [0.57, 0.98, 1.12], [-2.09, 1.03, -0.42], [-1.35, 0.43, 1.38], [-2.05, -1.13, -1.38], [2.01, 0.06, 0.84], [2.30, -0.94, -0.87], [-0.30, -1.76, -0.21], [0.69, -1.35, 0.48], [0.88, 0.53, -0.85]],
  "lowdin_charge": [-0.254, -0.154, -0.198, -0.143, 0.136, 0.061, 0.150, 0.164, 0.197, 0.154, 0.150, 0.002, -0.155, -0.108],
  "relative_energy_kj_mol": 650.0,
  "energy_ha": -361.6333,
  "total_charge": 0,
  "smiles": "C1=NOCOCC1",
  "orbital_gap_ev": 9.8137
}

(7)
{
  "formula": "C4H7NO2",
  "method": "the ωB97M-V functional and the def2-TZVPD basis",
  "symbols": ["O", "C", "C", "N", "C", "C", "O", "H", "H", "H", "H", "H", "H", "H"],
  "positions_angstrom": [[2.30, -0.31, 1.11], [1.01, 0.15, 0.85], [-0.56, 1.79, -1.04], [-1.34, 0.93, -0.42], [-1.17, -0.52, -0.44], [0.24, -0.87, 0.02], [0.74, -1.95, -0.24], [2.37, -1.17, 0.67], [0.43, 0.30, 1.78], [1.04, 1.13, 0.37], [0.14, 1.17, -1.65], [-2.01, 1.29, 0.25], [-1.32, -0.91, -1.45], [-1.90, -1.01, 0.21]],
  "lowdin_charge": [-0.031, -0.214, 0.013, -0.140, -0.108, -0.351, 0.100, 0.084, 0.144, 0.094, 0.021, 0.117, 0.135, 0.136],
  "relative_energy_kj_mol": 343.8,
  "energy_ha": -361.7499,
  "total_charge": 0,
  "orbital_gap_ev": 9.4588
}

(8)
{
  "formula": "C4H7NO2",
  "method": "the ωB97M-V functional and the def2-TZVPD basis",
  "symbols": ["C", "C", "C", "N", "C", "O", "O", "H", "H", "H", "H", "H", "H", "H"],
  "positions_angstrom": [[1.04, 1.39, -0.01], [1.66, 0.43, -0.99], [-0.70, -1.76, 1.13], [-1.39, -0.71, 1.28], [-2.49, 0.22, -1.30], [-1.62, 0.74, -1.81], [1.37, -0.73, -1.10], [0.18, 0.94, 0.50], [0.73, 2.30, -0.54], [1.80, 1.69, 0.72], [2.46, 0.86, -1.63], [0.29, -1.68, 0.67], [-1.03, -2.77, 1.41], [-2.30, -0.92, 1.69]],
  "lowdin_charge": [-0.067, -0.312, -0.113, 0.004, -0.003, 0.006, 0.011, 0.041, 0.081, 0.085, 0.115, 0.039, 0.068, 0.044],
  "relative_energy_kj_mol": 220.0,
  "energy_ha": -361.7971,
  "total_charge": 0,
  "orbital_gap_ev": 10.9847
}